Entry from OMol25: a structure of composition C16H50F3LiN10O18S (ωB97M-V/def2-TZVPD).

E	-88357.2504	eV

Positions of all 99 atoms, in Å:
Li 2.14 0.96 2.22
C 0.14 -1.24 -0.98
F 1.26 -0.93 -1.68
F -0.79 -1.49 -1.88
F 0.41 -2.26 -0.19
S -0.36 0.25 -0.01
O 0.57 0.38 1.10
O -0.24 1.34 -0.96
O -1.73 0.02 0.41
C -5.15 0.54 0.92
C -4.94 -0.74 0.16
O -3.99 -0.62 -0.86
O -5.80 1.49 0.09
H -4.21 0.88 1.35
H -5.85 0.32 1.75
H -5.88 -1.07 -0.30
H -4.76 -1.55 0.89
H -3.13 -0.44 -0.43
H -5.76 2.37 0.47
C -1.81 -3.92 2.44
C -2.83 -3.16 1.64
O -2.46 -3.18 0.27
O -2.11 -3.73 3.81
H -0.79 -3.57 2.21
H -1.79 -4.96 2.09
H -3.08 -2.15 1.97
H -3.80 -3.66 1.82
H -3.00 -2.54 -0.21
H -1.38 -4.09 4.32
C 1.53 -5.92 -1.01
C 1.97 -7.27 -1.58
O 3.21 -7.72 -1.04
O 2.08 -4.90 -1.85
H 2.00 -5.82 -0.03
H 0.45 -5.97 -0.93
H 2.07 -7.18 -2.66
H 1.24 -8.02 -1.29
H 3.90 -7.12 -1.33
H 1.54 -4.10 -1.84
C -0.47 -1.49 3.72
C 0.03 -0.14 4.14
O 1.45 0.01 3.88
O 0.24 -2.53 4.36
H -0.50 -1.58 2.63
H -1.51 -1.57 4.03
H -0.13 0.01 5.22
H -0.57 0.71 3.78
H 1.81 0.41 4.67
H 1.16 -2.43 4.11
C 3.31 1.26 -0.94
C 4.36 2.16 -1.55
O 5.46 2.24 -0.65
O 3.75 -0.08 -0.79
H 2.39 1.36 -1.51
H 3.09 1.72 0.03
H 3.94 3.15 -1.77
H 4.67 1.77 -2.53
H 6.10 2.84 -1.03
H 3.44 -0.54 -1.58
C 3.59 -3.30 1.68
O 3.63 -4.43 2.13
N 3.78 -2.18 2.47
N 3.36 -3.03 0.36
H 3.89 -1.29 2.03
H 3.86 -2.19 3.47
H 3.19 -3.85 -0.20
H 3.49 -2.11 -0.03
C 1.13 4.88 -1.78
O 2.09 5.63 -1.87
N 1.05 3.89 -0.84
N 0.11 4.87 -2.70
H 1.81 3.84 -0.17
H 0.44 3.09 -0.88
H -0.72 4.31 -2.65
H 0.07 5.69 -3.26
C 0.83 3.61 2.53
O 1.64 2.87 1.96
N 0.77 3.71 3.91
N -0.13 4.28 1.86
H 1.50 3.30 4.45
H 0.14 4.38 4.32
H -0.10 4.17 0.85
H -0.91 4.77 2.26
C -0.56 2.77 -5.44
O -1.77 2.82 -5.31
N 0.09 3.25 -6.55
N 0.28 2.16 -4.51
H 1.09 3.24 -6.64
H -0.40 3.83 -7.21
H 1.04 1.59 -4.81
H -0.12 2.05 -3.60
C -3.58 3.69 -1.23
O -3.37 4.58 -0.41
N -2.65 2.73 -1.51
N -4.70 3.67 -2.01
H -1.85 2.64 -0.91
H -2.62 2.24 -2.39
H -4.82 2.94 -2.68
H -5.41 4.34 -1.81

What are the Löwdin partial charges on each atom? They are as follows, in elementary charge units:
1 Li 0.69
2 C -0.65
3 F 0.10
4 F 0.17
5 F 0.16
6 S 0.53
7 O -0.35
8 O -0.33
9 O -0.27
10 C -0.24
11 C -0.27
12 O -0.07
13 O -0.07
14 H 0.12
15 H 0.12
16 H 0.13
17 H 0.10
18 H 0.02
19 H 0.08
20 C -0.26
21 C -0.26
22 O -0.06
23 O -0.07
24 H 0.11
25 H 0.13
26 H 0.11
27 H 0.13
28 H 0.06
29 H 0.09
30 C -0.22
31 C -0.24
32 O -0.07
33 O -0.09
34 H 0.11
35 H 0.12
36 H 0.12
37 H 0.12
38 H 0.08
39 H 0.07
40 C -0.25
41 C -0.20
42 O -0.14
43 O -0.04
44 H 0.10
45 H 0.13
46 H 0.13
47 H 0.12
48 H 0.09
49 H 0.08
50 C -0.26
51 C -0.24
52 O -0.05
53 O -0.06
54 H 0.11
55 H 0.10
56 H 0.12
57 H 0.12
58 H 0.09
59 H 0.08
60 C -0.66
61 O 0.03
62 N 0.15
63 N 0.18
64 H 0.07
65 H 0.10
66 H 0.07
67 H 0.06
68 C -0.65
69 O 0.02
70 N 0.15
71 N 0.17
72 H 0.08
73 H 0.04
74 H 0.07
75 H 0.11
76 C -0.62
77 O -0.08
78 N 0.17
79 N 0.20
80 H 0.10
81 H 0.10
82 H 0.07
83 H 0.12
84 C -0.66
85 O 0.02
86 N 0.15
87 N 0.14
88 H 0.09
89 H 0.10
90 H 0.09
91 H 0.07
92 C -0.68
93 O -0.01
94 N 0.17
95 N 0.16
96 H 0.05
97 H 0.10
98 H 0.10
99 H 0.10

***

Entry from OMol25: a cluster of 2 separate species, C3H11NOS in total (ωB97M-V/def2-TZVPD).

SMILES	[NH3+]CC[S-].CO
E	-17659.6663	eV
energy relative to the best compared isomer or geometry (same formula, charge and spin)	2.7550	eV

Positions of all 17 atoms, in Å:
N -3.09 -0.12 1.46
C -2.10 0.61 0.53
C -0.86 -0.23 0.16
S 0.16 0.88 -0.93
H -3.98 0.40 1.54
H -2.70 -0.23 2.41
H -3.33 -1.07 1.07
H -2.73 0.85 -0.36
H -1.78 1.58 1.01
H -1.16 -1.14 -0.39
H -0.32 -0.55 1.05
C 3.49 -0.48 -0.37
O 2.38 -1.35 -0.24
H 4.15 -0.69 0.48
H 3.91 -0.57 -1.40
H 3.21 0.59 -0.20
H 1.59 -0.90 -0.63

What are the Löwdin partial charges on each atom? They are as follows, in elementary charge units:
1 N 0.14
2 C -0.29
3 C -0.71
4 S 0.30
5 H 0.16
6 H 0.16
7 H 0.18
8 H 0.11
9 H 0.11
10 H 0.06
11 H 0.05
12 C -0.21
13 O -0.21
14 H 0.07
15 H 0.08
16 H 0.06
17 H -0.04

***

Entry from OMol25: a structure of composition C30H37BBr2N3O6PS2SeTi (ωB97M-V/def2-TZVPD).

E	-308656.2839	eV
2S+1	2
⟨S²⟩	0.7606
net charge	-1
energy relative to the best compared isomer or geometry (same formula, charge and spin)	0.8575	eV

Positions of all 84 atoms, in Å:
Ti 0.72 1.04 0.80
C 1.53 3.05 5.15
C 1.08 2.15 4.02
S 1.36 2.74 2.38
C 0.52 0.95 4.22
C 0.27 0.37 5.59
S 0.02 -0.06 2.88
H 1.91 3.99 4.77
H 2.33 2.59 5.75
H 0.71 3.28 5.84
H 0.55 1.06 6.39
H 0.85 -0.55 5.73
H -0.78 0.10 5.72
Br -2.29 4.12 -1.89
C -0.41 3.95 -1.97
C 0.33 4.73 -2.87
C 1.69 4.64 -2.90
Br 2.65 5.74 -4.13
C 2.39 3.76 -2.04
C 3.80 3.63 -1.94
C 4.32 2.74 -1.06
C 3.47 1.93 -0.27
N 2.17 2.00 -0.35
C 1.62 2.95 -1.19
C 0.20 3.05 -1.12
O -0.40 2.31 -0.26
H -0.18 5.41 -3.53
H 4.44 4.24 -2.56
H 5.39 2.63 -0.95
H 3.86 1.19 0.41
C -3.48 -3.09 1.74
C -2.23 -2.26 1.56
O -2.38 -1.52 0.33
P -1.78 -0.02 0.13
O -2.94 0.79 0.91
C -2.75 2.01 1.65
C -4.07 2.33 2.31
O -2.19 0.17 -1.40
C -3.52 0.16 -1.92
C -3.79 -1.16 -2.60
H -3.38 -3.72 2.62
H -3.65 -3.73 0.87
H -4.35 -2.44 1.87
H -1.34 -2.88 1.48
H -2.08 -1.58 2.39
H -2.44 2.79 0.96
H -1.95 1.87 2.38
H -4.81 2.66 1.58
H -3.93 3.12 3.05
H -4.46 1.45 2.82
H -3.56 0.98 -2.64
H -4.25 0.37 -1.13
H -3.12 -1.30 -3.45
H -4.82 -1.20 -2.97
H -3.64 -1.99 -1.91
O 1.49 -2.21 0.59
B 1.88 -0.85 0.87
O 3.14 -0.95 1.58
C 3.41 -2.27 1.76
C 4.47 -2.85 2.41
C 4.51 -4.25 2.45
C 3.52 -5.01 1.85
C 2.44 -4.40 1.18
C 2.42 -3.03 1.16
H 5.23 -2.24 2.88
H 5.33 -4.75 2.96
H 3.57 -6.09 1.89
H 1.65 -4.98 0.72
C 0.08 0.02 -5.67
N -0.27 -1.14 -4.86
C -0.99 -2.24 -5.30
C -1.15 -3.05 -4.23
N -0.53 -2.42 -3.16
C -0.49 -2.93 -1.79
C 0.01 -1.24 -3.54
Se 0.95 -0.04 -2.53
H -0.16 -0.20 -6.71
H 1.15 0.23 -5.56
H -0.46 0.90 -5.33
H -1.31 -2.36 -6.32
H -1.63 -4.00 -4.14
H -0.73 -3.99 -1.82
H -1.21 -2.40 -1.17
H 0.50 -2.78 -1.38

What are the Löwdin partial charges on each atom? They are as follows, in elementary charge units:
1 Ti 0.34
2 C -0.15
3 C -0.76
4 S 0.64
5 C -0.75
6 C -0.14
7 S 0.67
8 H 0.04
9 H 0.07
10 H 0.07
11 H 0.05
12 H 0.07
13 H 0.06
14 Br 0.78
15 C -0.59
16 C -0.17
17 C -0.63
18 Br 0.71
19 C -0.19
20 C -0.03
21 C -0.03
22 C -0.10
23 N -0.06
24 C -0.18
25 C -0.44
26 O -0.29
27 H 0.09
28 H 0.08
29 H 0.11
30 H 0.11
31 C -0.08
32 C -0.30
33 O -0.32
34 P 0.79
35 O -0.28
36 C -0.28
37 C -0.07
38 O -0.32
39 C -0.27
40 C -0.07
41 H 0.07
42 H 0.07
43 H 0.08
44 H 0.11
45 H 0.05
46 H 0.08
47 H 0.08
48 H 0.07
49 H 0.08
50 H 0.07
51 H 0.11
52 H 0.11
53 H 0.06
54 H 0.08
55 H 0.07
56 O 0.04
57 B -0.57
58 O 0.07
59 C -0.23
60 C 0.00
61 C -0.11
62 C -0.12
63 C -0.01
64 C -0.23
65 H 0.11
66 H 0.09
67 H 0.09
68 H 0.11
69 C -0.05
70 N -0.13
71 C -0.07
72 C -0.07
73 N -0.11
74 C -0.01
75 C -0.70
76 Se 0.81
77 H 0.08
78 H 0.07
79 H 0.09
80 H 0.11
81 H 0.12
82 H 0.10
83 H 0.06
84 H 0.07

***

Entry from OMol25: a cluster of 7 separate species, C42H66BBrFIN6O30PS6 in total (ωB97M-V/def2-TZVPD).

E	-270813.8652	eV
net charge	+1

Positions of all 155 atoms, in Å:
C 0.08 1.48 2.16
B 0.52 2.70 1.26
O 1.50 3.52 1.76
C -0.11 2.99 -0.23
Br 0.47 4.85 -0.60
C 0.69 1.90 -1.05
N 2.09 1.89 -0.76
C 3.01 2.89 -1.27
C 2.66 0.64 -0.41
C 3.80 0.02 -1.23
O 2.30 0.04 0.57
N 0.23 1.66 -2.42
C 0.59 2.60 -3.44
C 1.89 2.27 -4.25
O 2.73 3.10 -4.37
I 2.22 0.39 -5.24
C -1.19 1.26 -2.39
C -1.43 -0.25 -2.11
C -0.38 -1.11 -2.89
C 0.80 -1.57 -2.02
N 0.83 -3.06 -1.97
C -0.11 -3.58 -0.94
C 0.61 -4.39 0.12
C 0.85 -5.76 -0.03
C 1.53 -6.47 0.95
C 2.00 -5.86 2.13
C 1.75 -4.49 2.28
C 1.06 -3.79 1.29
O 0.82 -2.43 1.49
C -2.14 2.23 -1.57
P -2.65 3.63 -2.79
N -4.14 4.10 -2.60
C -3.45 1.45 -1.36
O -4.11 1.18 -2.31
N -3.91 1.11 -0.02
C -4.25 -0.25 0.17
O -4.74 -0.60 1.19
F -4.05 -1.15 -0.78
N -1.58 2.79 -0.28
C -2.43 3.93 0.17
C -2.42 4.11 1.69
C -2.98 3.18 2.57
C -2.90 3.41 3.94
C -2.27 4.54 4.47
C -2.15 4.78 5.96
C -1.75 5.48 3.57
C -1.82 5.26 2.20
H -0.39 1.91 3.07
H -0.72 0.85 1.73
H 0.90 0.86 2.52
H 1.43 3.52 2.73
H 0.33 1.00 -0.52
H 2.59 3.64 -1.95
H 3.42 3.47 -0.43
H 3.89 2.50 -1.79
H 3.71 0.31 -2.29
H 4.78 0.38 -0.90
H 3.72 -1.07 -1.22
H 0.78 3.64 -3.11
H -0.17 2.73 -4.24
H -1.53 1.34 -3.43
H -2.37 -0.59 -2.55
H -1.37 -0.49 -1.03
H -0.11 -0.52 -3.77
H -0.88 -2.01 -3.27
H 1.73 -1.29 -2.53
H 0.74 -1.24 -0.97
H 1.77 -3.25 -1.62
H -0.70 -2.78 -0.48
H -0.78 -4.28 -1.45
H 0.53 -6.32 -0.91
H 1.71 -7.54 0.86
H 2.52 -6.42 2.90
H 2.11 -4.02 3.18
H 1.67 -2.02 1.72
H -2.47 3.21 -4.12
H -1.77 4.70 -2.53
H -4.62 3.96 -3.49
H -4.77 1.63 0.13
H -1.77 2.04 0.41
H -2.22 4.90 -0.27
H -3.50 3.78 -0.06
H -3.49 2.29 2.22
H -3.32 2.71 4.67
H -3.09 5.07 6.44
H -1.80 3.85 6.44
H -1.38 5.52 6.19
H -1.28 6.39 3.97
H -1.40 6.00 1.52
C -5.95 8.52 -1.65
C -5.02 9.67 -1.35
O -3.82 9.05 -0.87
S -3.63 7.64 -1.60
O -2.73 7.81 -2.69
O -3.43 6.65 -0.60
O -5.10 7.50 -2.19
H -6.41 8.13 -0.73
H -6.73 8.78 -2.36
H -5.43 10.35 -0.60
H -4.78 10.23 -2.26
C 2.19 -6.00 -4.15
C 3.29 -6.85 -4.76
O 4.48 -6.41 -4.11
S 4.14 -5.98 -2.60
O 4.43 -7.06 -1.74
O 4.65 -4.67 -2.38
O 2.54 -5.89 -2.77
H 2.17 -5.00 -4.58
H 1.21 -6.46 -4.25
H 3.37 -6.71 -5.84
H 3.14 -7.91 -4.54
C 5.46 0.25 3.62
C 5.40 -0.10 2.15
O 5.39 -1.53 2.12
S 4.62 -2.09 3.42
O 3.28 -2.39 3.07
O 5.45 -3.03 4.06
O 4.63 -0.72 4.27
H 6.47 0.14 4.01
H 5.10 1.25 3.82
H 6.25 0.29 1.60
H 4.47 0.26 1.70
C -5.67 -3.43 2.60
C -5.92 -3.69 1.13
O -5.95 -5.11 1.00
S -6.55 -5.75 2.35
O -7.93 -6.01 2.16
O -5.65 -6.73 2.82
O -6.42 -4.43 3.28
H -4.62 -3.57 2.85
H -5.99 -2.44 2.90
H -5.14 -3.27 0.50
H -6.89 -3.30 0.82
C 9.99 1.60 5.24
C 11.24 1.37 4.41
O 10.77 0.68 3.24
S 9.29 1.19 2.88
O 9.38 2.18 1.87
O 8.45 0.05 2.76
O 8.97 1.91 4.27
H 9.69 0.70 5.77
H 10.11 2.42 5.94
H 11.98 0.77 4.93
H 11.69 2.31 4.09
C -5.31 -5.20 -4.10
C -5.18 -6.70 -3.92
O -4.24 -6.85 -2.84
S -4.41 -5.63 -1.81
O -5.24 -6.02 -0.73
O -3.13 -5.04 -1.60
O -5.27 -4.66 -2.77
H -4.46 -4.79 -4.65
H -6.23 -4.92 -4.59
H -4.81 -7.19 -4.81
H -6.12 -7.14 -3.61

Here are the Löwdin charges for atoms 1 to 99, given in e:
1 C 0.03
2 B -0.58
3 O 0.10
4 C -0.47
5 Br 0.99
6 C -0.27
7 N -0.03
8 C -0.06
9 C -0.42
10 C 0.02
11 O 0.09
12 N -0.02
13 C -0.18
14 C -0.80
15 O 0.00
16 I 0.94
17 C -0.25
18 C -0.12
19 C -0.16
20 C -0.23
21 N -0.03
22 C -0.15
23 C -0.15
24 C -0.04
25 C -0.09
26 C -0.05
27 C -0.02
28 C -0.25
29 O 0.01
30 C -0.29
31 P 0.85
32 N -0.25
33 C -0.42
34 O 0.16
35 N 0.18
36 C -0.50
37 O 0.18
38 F 0.16
39 N -0.01
40 C -0.15
41 C -0.20
42 C -0.04
43 C -0.03
44 C -0.25
45 C -0.04
46 C -0.02
47 C -0.03
48 H 0.08
49 H 0.07
50 H 0.08
51 H 0.13
52 H 0.15
53 H 0.04
54 H 0.10
55 H 0.10
56 H 0.05
57 H 0.09
58 H 0.10
59 H 0.08
60 H 0.12
61 H 0.12
62 H 0.11
63 H 0.11
64 H 0.03
65 H 0.12
66 H 0.07
67 H 0.09
68 H 0.10
69 H 0.11
70 H 0.09
71 H 0.11
72 H 0.11
73 H 0.11
74 H 0.09
75 H 0.06
76 H 0.04
77 H 0.01
78 H 0.00
79 H 0.17
80 H 0.15
81 H 0.05
82 H 0.13
83 H 0.10
84 H 0.13
85 H 0.09
86 H 0.09
87 H 0.08
88 H 0.12
89 H 0.10
90 C -0.15
91 C -0.15
92 O -0.18
93 S 0.59
94 O -0.22
95 O -0.25
96 O -0.19
97 H 0.14
98 H 0.14
99 H 0.14